Model A:
This record from the OMol25 dataset describes a 2-piece molecular cluster, C11H15N overall. The level of theory is wB97M-V/def2-TZVPD.

Positions of all 27 atoms, in Å:
C1 -1.26901 1.32327 0.22033
C2 0.11680 0.82269 0.45243
C3 1.04965 0.41413 -0.53786
N1 2.16378 -0.05273 0.10366
C4 1.97691 -0.02879 1.47315
C5 2.74144 -0.56244 2.51684
C6 2.29314 -0.54866 3.79209
C7 0.95645 -0.12212 4.01857
C8 0.15641 0.41237 3.03752
C9 0.68061 0.44301 1.72169
H1 -1.75084 1.71527 1.02980
H2 -1.82861 0.68318 -0.55907
H3 -0.92514 2.21633 -0.35555
H4 0.82929 0.07989 -1.53381
H5 2.93059 -0.53056 -0.36522
H6 3.75139 -0.94155 2.24595
H7 2.84805 -1.00526 4.70197
H8 0.62784 -0.13171 5.06646
H9 -0.70827 0.96656 3.32490
C10 -1.34732 -0.73127 -3.90285
C11 -2.83454 -0.61058 -3.63681
H10 -0.93776 -1.65181 -4.18410
H11 -0.95625 -0.15506 -4.76012
H12 -0.82002 -0.35137 -3.03257
H13 -3.02952 -0.98607 -2.60566
H14 -3.43227 -1.09576 -4.39097
H15 -3.28282 0.42903 -3.84078

## Properties
LUMO	0.9180	eV
structure (SMILES)	Cc1c[nH]c2ccccc12.CC

Model B:
This record from the OMol25 dataset describes a 2-piece molecular cluster, C11H15N overall. The level of theory is wB97M-V/def2-TZVPD.

Positions of all 27 atoms, in Å:
C1 -0.02890 0.98601 2.39264
C2 -0.76695 0.10937 1.44604
C3 -2.10303 -0.03491 1.23585
N1 -2.35784 -1.15697 0.47733
C4 -1.16335 -1.65594 0.00100
C5 -0.92438 -2.76066 -0.82966
C6 0.42854 -3.00003 -1.04173
C7 1.46830 -2.34003 -0.36152
C8 1.19167 -1.24768 0.42927
C9 -0.16365 -0.93963 0.65830
H1 0.72356 0.44126 2.97370
H2 -0.75547 1.40751 3.08187
H3 0.68822 1.65756 1.90474
H4 -2.91532 0.63768 1.47460
H5 -3.26793 -1.44096 0.16742
H6 -1.78977 -3.29908 -1.19304
H7 0.54052 -3.87061 -1.67776
H8 2.36502 -2.93843 -0.39633
H9 1.90035 -0.66165 1.00490
C10 1.44021 2.38030 -1.92643
C11 0.24892 2.69128 -1.01959
H10 1.72353 3.21017 -2.57294
H11 2.31352 2.13275 -1.35798
H12 1.28800 1.45850 -2.48562
H13 0.09308 1.92992 -0.25551
H14 -0.62655 2.69648 -1.66862
H15 0.44968 3.60780 -0.46092

## Properties
LUMO	0.9172	eV
structure (SMILES)	Cc1c[nH]c2ccccc12.CC

Model C:
This record from the OMol25 dataset describes a 2-piece molecular cluster, C11H15N overall. The level of theory is wB97M-V/def2-TZVPD.

Positions of all 27 atoms, in Å:
C1 2.16999 1.97851 0.49492
C2 1.40867 0.70623 0.58347
C3 1.91900 -0.53658 0.38540
N1 0.93104 -1.48637 0.51007
C4 -0.22485 -0.86810 0.92627
C5 -1.40313 -1.41856 1.41423
C6 -2.30944 -0.56066 2.02505
C7 -2.03764 0.80574 2.12766
C8 -0.85385 1.35445 1.67180
C9 0.04813 0.50802 1.01453
H1 1.52764 2.85246 0.50003
H2 2.86095 2.04807 -0.35292
H3 2.92589 2.09356 1.28547
H4 2.95371 -0.77997 0.20248
H5 0.96341 -2.43770 0.19133
H6 -1.65905 -2.45947 1.25582
H7 -3.13600 -1.01914 2.55306
H8 -2.76444 1.43083 2.62796
H9 -0.65654 2.41851 1.70684
C10 0.04763 -0.02326 -2.93656
C11 -0.70522 -1.20460 -2.36829
H10 0.34128 -0.15130 -3.97629
H11 -0.49800 0.92622 -2.90494
H12 0.96974 0.22095 -2.39957
H13 -0.87870 -1.05426 -1.29774
H14 -0.18701 -2.14228 -2.54861
H15 -1.75322 -1.20131 -2.69145

## Properties
LUMO	0.9425	eV
structure (SMILES)	Cc1c[nH]c2ccccc12.CC

Model D:
This record from the OMol25 dataset describes a 2-piece molecular cluster, C11H15N overall. The level of theory is wB97M-V/def2-TZVPD.

Positions of all 27 atoms, in Å:
C1 -3.42696 0.34829 0.46746
C2 -2.14713 0.95346 0.25078
C3 -1.49437 1.77026 1.22102
N1 -0.03941 1.58364 0.97372
C4 0.17142 0.85686 -0.18832
C5 1.39471 0.70915 -0.82107
C6 1.31322 0.12076 -2.04028
C7 -0.01571 -0.18128 -2.64644
C8 -1.22860 0.07525 -2.07216
C9 -1.08938 0.52881 -0.69881
H1 -4.02897 0.43429 -0.47685
H2 -4.09094 0.97315 1.10085
H3 -3.44497 -0.63707 0.96905
H4 -1.66811 2.35176 1.99741
H5 0.63103 1.98707 1.51930
H6 2.34138 0.77927 -0.28726
H7 2.09092 -0.14682 -2.62782
H8 0.13214 -0.44606 -3.76290
H9 -2.27271 0.09443 -2.50989
C10 2.84385 -1.55538 0.98945
C11 1.37567 -1.46535 1.40683
H10 3.03082 -1.56537 -0.15301
H11 3.45229 -0.78642 1.59923
H12 3.21994 -2.57067 1.31761
H13 1.08685 -2.24248 2.10812
H14 0.76942 -1.46551 0.47251
H15 1.09359 -0.50407 1.89146

## Properties
LUMO	0.9444	eV
structure (SMILES)	Cc1c[nH]c2ccccc12.CC

Preferred: model C; penalty for the next structure: 0.0128 hartree.

Model A:
This record from the OMol25 dataset describes a 2-piece molecular cluster, C11H15N overall. The level of theory is wB97M-V/def2-TZVPD.

Positions of all 27 atoms, in Å:
C1 -1.91042 -2.82586 0.37060
C2 -0.65121 -2.40176 1.07109
C3 0.08426 -3.18235 1.90667
N1 1.15060 -2.46964 2.40769
C4 1.12992 -1.21539 1.88356
C5 1.97861 -0.13406 2.12441
C6 1.58513 1.08811 1.63897
C7 0.42495 1.25151 0.84847
C8 -0.31027 0.12943 0.52372
C9 0.01507 -1.13534 1.03315
H1 -2.18024 -2.08655 -0.38229
H2 -2.77247 -2.82096 1.03826
H3 -1.83672 -3.77536 -0.16032
H4 -0.04354 -4.24505 1.99587
H5 1.92940 -2.93457 2.84261
H6 2.87334 -0.22007 2.72338
H7 2.17080 1.99140 1.81796
H8 0.15904 2.25718 0.57878
H9 -1.17930 0.25028 -0.10874
C10 -0.79922 3.33238 -2.77129
C11 0.16792 2.26566 -3.26731
H10 -1.78458 3.15364 -3.22084
H11 -1.01938 3.29309 -1.70252
H12 -0.49702 4.34921 -3.01593
H13 -0.26197 1.27877 -3.16974
H14 0.47687 2.50086 -4.28462
H15 1.10044 2.30545 -2.72160

## Properties
LUMO	0.9666	eV
structure (SMILES)	Cc1c[nH]c2ccccc12.CC

Model B:
This record from the OMol25 dataset describes C11H15N as an isolated structure. The level of theory is wB97M-V/def2-TZVPD.

Positions of all 27 atoms, in Å:
C1 -1.71248 -1.42838 -0.00186
C2 1.57238 0.99150 0.46411
C3 0.33588 1.12750 0.98238
C4 2.03385 -0.43170 0.30904
C5 -0.15695 -0.11943 1.72954
C6 0.74944 -1.05848 -0.42573
C7 -0.59576 -0.48898 0.13348
C8 -0.82910 1.15286 -0.00285
C9 0.78577 -2.55331 -0.08961
C10 -0.72012 1.78765 -1.40010
C11 -2.28011 1.42979 0.50544
N1 -2.63045 -2.11571 0.07804
H1 2.00841 1.69456 -0.36081
H2 2.84232 -0.41090 -0.27247
H3 2.13405 -1.15219 1.06901
H4 0.67062 -0.70303 2.33983
H5 -1.04244 0.11391 2.45050
H6 0.96152 -0.98371 -1.42630
H7 0.40430 -2.81568 0.83080
H8 1.86941 -3.02190 -0.06647
H9 0.22445 -3.30766 -0.86610
H10 -1.42578 1.33939 -2.07801
H11 0.18126 1.47263 -1.76731
H12 -0.73919 2.80715 -1.22128
H13 -3.07664 1.08922 -0.21988
H14 -2.37941 2.46924 0.47352
H15 -2.40105 1.12662 1.45350

## Properties
LUMO	0.7219	eV

Preferred: model A; penalty for the next structure: 0.2017 hartree.

Model A:
This record from the OMol25 dataset describes one molecule with the formula C3H9N3. The level of theory is wB97M-V/def2-TZVPD.

Positions of all 15 atoms, in Å:
H1 -1.49185 1.96598 0.06320
N1 -1.87679 1.09032 -0.22429
C1 -1.18774 0.07977 0.08106
N2 -1.78303 -1.15876 0.04808
C2 0.21465 0.11430 0.61146
C3 1.34914 0.10672 -0.49713
N3 2.71443 -0.18104 0.09384
H2 -1.08020 -1.83185 -0.46941
H3 -2.70724 -1.07390 -0.36316
H4 0.46340 -0.78093 1.15840
H5 0.33338 1.00494 1.22076
H6 1.19395 1.10075 -0.98532
H7 1.17019 -0.59641 -1.31543
H8 3.42095 -0.41848 -0.63672
H9 3.05883 0.57140 0.73198

## Properties
LUMO	0.9209	eV
structure (SMILES)	[H]/N=C(/N)CCN

Model B:
This record from the OMol25 dataset describes a 2-piece molecular cluster, C3H9N3 overall. The level of theory is wB97M-V/def2-TZVPD.

Positions of all 15 atoms, in Å:
H1 -2.96942 -1.10310 1.12394
N1 -2.12454 -1.66179 1.17257
C1 -2.09503 -2.35629 2.23808
N2 -1.01390 -3.15447 2.51369
H2 -2.99190 -2.63990 2.79811
H3 -0.87582 -3.51611 3.43914
H4 -0.22456 -3.00612 1.90714
C2 1.87422 1.17489 -1.16975
N3 2.29787 2.00568 -2.01371
C3 1.33890 2.99417 -2.49090
H5 2.62588 0.45313 -0.84262
H6 0.85773 0.96061 -0.82861
H7 0.40846 2.97335 -1.95140
H8 1.73514 4.00085 -2.33696
H9 1.15697 2.87510 -3.55873

## Properties
LUMO	0.9783	eV
structure (SMILES)	[H]/N=C/N.C=NC

Preferred: model A; penalty for the next structure: 0.0297 hartree.

Model A:
This record from the OMol25 dataset describes a 2-piece molecular cluster, C3H9N3 overall. The level of theory is wB97M-V/def2-TZVPD.

Positions of all 15 atoms, in Å:
C1 1.01937 2.10833 -0.72573
C2 0.88155 0.61402 -0.72718
N1 1.32053 -0.28485 -1.41891
H1 0.77024 -1.45248 -0.70911
H2 0.16471 0.23977 0.21701
H3 0.03818 2.58058 -0.81385
H4 1.65026 2.42998 -1.55278
H5 1.45916 2.44351 0.21670
N2 -1.82046 -0.97442 1.14433
C3 -0.45411 -1.11741 0.93080
N3 0.02847 -1.98887 0.03027
H6 -2.09392 -0.28496 1.82709
H7 -2.40580 -0.97853 0.32087
H8 -0.70063 -2.37345 -0.56522
H9 0.14246 -0.96122 1.82570

## Properties
LUMO	0.6811	eV

Model B:
This record from the OMol25 dataset describes C3H9N3 as an isolated structure. The level of theory is wB97M-V/def2-TZVPD.

Positions of all 15 atoms, in Å:
C1 0.06091 -0.53690 -0.78221
C2 0.85761 1.33005 0.46634
N1 0.27266 -0.00095 0.43579
N2 1.76027 -1.18714 -0.47928
C3 -2.51656 -0.20263 0.45559
N3 -1.72883 0.51447 -0.20712
H1 1.84989 -1.84445 0.28946
H2 2.57559 -0.60808 -0.65904
H3 -0.45403 -1.48644 -0.84511
H4 0.18064 0.03247 -1.69954
H5 1.66404 1.35031 1.19943
H6 0.07219 2.00951 0.80904
H7 1.21402 1.69405 -0.50338
H8 -3.58426 0.06191 0.53431
H9 -2.22415 -1.12618 0.98572

## Properties
LUMO (spin up / spin down)	0.2294 / 0.6304	eV

Preferred: model A; penalty for the next structure: 0.1368 hartree.

Model A:
This record from the OMol25 dataset describes one molecule with the formula H2N2O3. The level of theory is wB97M-V/def2-TZVPD.

Positions of all 7 atoms, in Å:
O1 -1.82296 -0.28638 0.02646
N1 -0.64596 0.08455 -0.62342
O2 -0.08930 1.22335 -0.01216
N2 0.45570 -0.03362 0.26428
O3 1.75901 -0.21446 -0.17411
H1 -1.53067 -0.24065 1.12644
H2 1.77758 -0.07320 -1.08712

## Properties
LUMO	0.9277	eV
structure (SMILES)	On1on1O

Model B:
This record from the OMol25 dataset describes one molecule with the formula H2N2O3. The level of theory is wB97M-V/def2-TZVPD.

Positions of all 7 atoms, in Å:
O1 1.16615 0.26532 -1.52448
N1 0.18005 0.03844 -0.87819
O2 -0.93721 -0.19287 -1.28142
N2 0.39676 -0.17931 0.48232
O3 -0.72309 0.18263 1.23275
H1 1.09066 0.54959 0.71447
H2 -1.17333 -0.66379 1.25455

## Properties
LUMO	0.2114	eV
structure (SMILES)	O=[N+]([O-])NO

Preferred: model B; penalty for the next structure: 0.0904 hartree.

Model A:
This record from the OMol25 dataset describes a 2-piece molecular cluster, C2H3NO2S overall. The level of theory is wB97M-V/def2-TZVPD.

Positions of all 9 atoms, in Å:
C1 0.60032 1.20033 0.25622
C2 1.44160 0.24609 0.43321
N1 -3.02274 0.70746 -0.76060
O1 -0.22732 2.01687 0.15298
O2 -1.49247 -0.71107 0.65338
S1 -2.37478 0.44169 0.57026
H1 -2.86368 0.19203 -1.61256
H2 2.48913 0.29278 0.21735
H3 1.04651 -0.68372 0.81830

## Properties
LUMO	-0.4321	eV

Model B:
This record from the OMol25 dataset describes one molecule with the formula C2H3NO2S. The level of theory is wB97M-V/def2-TZVPD.

Positions of all 9 atoms, in Å:
O1 1.48437 -0.73546 -0.70005
C1 1.41658 0.19414 0.04425
C2 0.01124 0.37176 0.76549
O2 0.01612 0.69681 1.96794
N1 -1.12308 0.28414 -0.04404
S1 -1.33577 -0.45396 -1.59014
H1 2.36547 0.81840 0.39087
H2 -1.94160 0.50238 0.48103
H3 -0.89332 -1.67823 -1.31535

## Properties
LUMO	0.1005	eV
structure (SMILES)	O=CC(=O)NS

Model C:
This record from the OMol25 dataset describes C2H3NO2S as an isolated structure. The level of theory is wB97M-V/def2-TZVPD.

Positions of all 9 atoms, in Å:
C1 -0.04021 -0.44991 0.78373
C2 1.31732 -0.13841 0.09564
H1 -1.11949 1.48085 -1.63811
H2 -1.96259 0.30563 0.63609
H3 1.39472 0.55343 -0.72793
N1 -0.93983 0.61034 0.46614
O1 -0.83083 0.38751 -1.18147
O2 -0.40110 -1.45011 1.51568
S1 2.58201 -1.29934 0.05023

## Properties
LUMO	-1.8539	eV

Model D:
This record from the OMol25 dataset describes one molecule with the formula C2H3NO2S. The level of theory is wB97M-V/def2-TZVPD.

Positions of all 9 atoms, in Å:
N1 1.06543 0.24557 -1.38540
C1 0.34450 0.32319 -0.25337
S1 0.30957 1.53957 0.84629
C2 -0.45082 -0.95058 -0.10561
O1 -0.44524 -1.83944 -0.92883
O2 -1.23693 -1.01084 0.97112
H1 0.99467 -0.53894 -2.03537
H2 1.73725 0.97744 -1.52777
H3 -1.04768 -0.22399 1.53587

## Properties
LUMO	-0.7211	eV
structure (SMILES)	NC(=S)C(=O)O

Preferred: model D; penalty for the next structure: 0.0699 hartree.